No. 1
# C54H28F4IN9O5Ti

C54H28F4IN9O5Ti as an isolated structure in a non-equilibrium geometry (ωB97M-V with the def2-TZVPD basis set, the OMol25 dataset).

The geometry in XYZ format:
```
102
Properties=species:S:1:pos:R:3
Ti 0.36565 -0.95583 0.91624
O 2.13005 2.29356 3.59139
C 1.80355 3.27954 2.66303
C 1.98288 4.60580 3.32443
C 1.05226 5.55720 3.28595
C -0.24659 5.38517 2.61406
C -0.55123 4.26123 1.96889
C 0.45544 3.16600 1.85033
C -0.12827 1.78926 1.63180
O 0.55337 0.74635 2.01060
N -1.15097 1.72547 0.84448
N -1.30134 0.41966 0.39190
C -2.16496 0.31191 -0.54346
C -2.60098 -0.96256 -1.07904
C -3.72201 -1.02743 -1.91181
C -4.24927 -2.24547 -2.29490
C -3.64722 -3.42069 -1.83455
C -2.51183 -3.37248 -1.04839
C -1.95168 -2.14170 -0.68498
O -0.84574 -2.09980 0.03928
H 1.92571 1.44321 3.17492
H 2.91057 4.73175 3.87894
H 1.23603 6.50027 3.79417
H -0.97093 6.19122 2.67463
H -1.51569 4.09847 1.50372
H -2.64514 1.22365 -0.88848
H -4.17974 -0.10052 -2.24755
H -5.12028 -2.28815 -2.93948
H -4.07118 -4.38201 -2.10561
H -2.01220 -4.27359 -0.70707
C 4.74033 -0.73765 1.94463
C 4.69634 -1.33859 3.20489
C 3.47695 -1.67289 3.75852
C 2.29399 -1.42268 3.04972
C 2.34373 -0.88847 1.75438
C 3.57508 -0.52680 1.22253
C 0.97032 -1.64382 3.64278
C 0.83540 -1.80171 5.04994
C -0.37776 -1.90425 5.61683
C -1.53500 -1.82636 4.81367
C -2.82974 -1.85769 5.37379
C -3.93268 -1.74402 4.58480
C -3.76849 -1.61663 3.18908
C -2.52721 -1.59522 2.62401
C -1.36308 -1.67483 3.42165
N -0.10222 -1.60529 2.85376
H 5.69424 -0.43761 1.52236
H 5.61088 -1.54037 3.75112
H 3.45676 -2.13589 4.74049
H 3.62682 -0.06446 0.24492
H 1.72279 -1.79550 5.66432
H -0.48277 -2.02557 6.68976
H -2.92706 -1.95989 6.45006
H -4.92404 -1.74816 5.02093
H -4.63365 -1.52941 2.54372
H -2.43757 -1.51763 1.55732
F -0.48649 1.96811 -2.86827
C -0.58366 3.26307 -2.46865
C -1.57181 4.03199 -3.04725
F -2.32452 3.44125 -3.99754
C -1.83147 5.35583 -2.68384
C -0.88181 5.84376 -1.77866
C 0.12162 5.06744 -1.22593
F 0.98984 5.67614 -0.39272
C 0.28281 3.71488 -1.49289
C 1.20712 2.85082 -0.73366
C 1.22404 1.49201 -0.82835
N 1.22184 0.31346 -0.69375
C 1.51304 3.17703 0.67863
N 2.58158 3.18020 1.38139
F -0.91609 7.13724 -1.41790
C -2.97144 6.12436 -3.17198
C -3.95112 5.58894 -4.05239
N -4.78704 5.20702 -4.76379
C -3.25694 7.45375 -2.75251
N -3.55047 8.53620 -2.44932
N -2.93039 -3.44845 -6.94517
C -2.24282 -3.11226 -6.09073
C -1.35367 -2.70359 -5.01926
C -0.73732 -3.66204 -4.23252
C 0.11949 -3.23380 -3.23244
N 0.38081 -1.95238 -2.99380
C -0.21634 -1.03992 -3.75593
C -1.09341 -1.36361 -4.78234
H -0.93418 -4.71459 -4.38998
H 0.62587 -3.94896 -2.58886
H 0.01452 -0.00546 -3.52988
H -1.56547 -0.59252 -5.37690
I 5.60167 -3.62637 -5.01738
C 4.42889 -3.65028 -3.27392
C 4.48662 -4.76002 -2.44025
C 3.71431 -4.76598 -1.28709
C 2.90726 -3.68094 -0.96729
C 2.85991 -2.58503 -1.81813
C 3.62209 -2.56350 -2.98392
C 2.09673 -3.73287 0.30608
O 2.10981 -4.76457 0.97358
O 1.41907 -2.68560 0.57555
H 5.11915 -5.60218 -2.68547
H 3.73232 -5.61188 -0.61222
H 2.20608 -1.75373 -1.58701
H 3.56937 -1.71103 -3.64876
```

Values from the calculation:
Net charge: -2
Electronic energy: -4490.3710 a.u.
ΔE to the lowest compared entry with this formula, charge and spin: 3.618 eV
Largest force on an atom: 2.429 eV/A

Atomic partial charges in e from the Löwdin method, atoms 1 to 99: 1.15, 0.03, -0.45, -0.01, -0.08, -0.08, -0.01, -0.15, -0.39, -0.16, 0.12, -0.04, -0.04, -0.15, -0.04, -0.10, -0.09, -0.01, -0.34, -0.20, 0.07, 0.11, 0.09, 0.10, 0.11, 0.14, 0.12, 0.10, 0.10, 0.12, -0.07, -0.09, -0.04, -0.19, -0.14, -0.07, -0.16, 0.02, 0.00, -0.15, -0.05, -0.09, -0.06, 0.01, -0.14, 0.08, 0.10, 0.09, 0.10, 0.10, 0.10, 0.12, 0.11, 0.10, 0.11, 0.08, 0.05, -0.16, -0.16, 0.07, -0.07, -0.16, -0.17, 0.09, -0.07, -0.10, -0.16, 0.13, -0.18, 0.25, 0.08, -0.22, -0.29, 0.08, -0.29, 0.08, 0.14, -0.18, -0.23, -0.01, -0.11, 0.10, -0.09, 0.00, 0.12, 0.12, 0.10, 0.12, 0.79, -0.73, -0.16, -0.02, -0.12, -0.05, -0.14, -0.56, 0.03, -0.14, 0.08

---

No. 2
# C54H31Cl3GeN11STi

C54H31Cl3GeN11STi as an isolated structure in a non-equilibrium geometry (ωB97M-V with the def2-TZVPD basis set, the OMol25 dataset).

The geometry in XYZ format:
```
102
Properties=species:S:1:pos:R:3
Ti 0.31105 -0.47809 -0.06087
C 0.74655 -6.39908 -2.27934
C 1.70884 -6.71887 -1.30671
C 2.26590 -5.74658 -0.49751
C 1.87591 -4.42240 -0.68525
C 2.11670 -3.19142 0.05219
N 2.03296 -3.25831 1.44284
C 0.83841 -2.93094 1.84726
C 0.18352 -3.62551 2.97662
C 0.63487 -4.14478 4.17295
C -0.25935 -4.89203 4.93401
C -1.55089 -5.14930 4.47493
C -1.98574 -4.65682 3.24736
C -1.11142 -3.87360 2.51718
C -1.23353 -3.21204 1.19310
N -2.10770 -3.63965 0.31261
C -2.23019 -3.33747 -0.97769
N -1.62255 -2.32465 -1.75832
C -2.51165 -1.90726 -2.76135
N -2.73563 -0.72081 -3.18661
C -2.60016 0.41314 -2.27368
N -1.41895 0.42377 -1.39506
C -1.74265 0.00740 -0.22302
N -0.34711 -1.81459 -1.59984
C 0.66032 -2.69014 -1.49034
N 1.56113 -2.16811 -0.62389
C 0.89754 -4.10416 -1.66120
C 0.32424 -5.09524 -2.45533
C -3.20802 -0.11607 -0.08187
C -4.00979 -0.50958 0.97373
C -5.38875 -0.50673 0.78365
C -5.93671 -0.12696 -0.43828
C -5.12183 0.24077 -1.50796
C -3.76135 0.24693 -1.30026
C -3.41863 -3.04301 -2.94814
C -4.42842 -3.26518 -3.87338
C -5.27786 -4.34051 -3.67730
C -5.15429 -5.14876 -2.53576
C -4.18348 -4.90354 -1.58516
C -3.29083 -3.85205 -1.80252
N -0.17159 -2.36263 1.04398
H 0.32010 -7.18941 -2.88431
H 2.00680 -7.75312 -1.18247
H 2.98371 -6.00040 0.27208
H 1.64951 -3.96406 4.50352
H 0.05105 -5.28682 5.89384
H -2.22220 -5.74357 5.08318
H -2.97706 -4.87229 2.86881
H -0.44150 -4.84796 -3.18111
H -3.57264 -0.81348 1.91727
H -6.04541 -0.80188 1.59282
H -7.01324 -0.12768 -0.56015
H -5.53856 0.51109 -2.47017
H -4.53951 -2.59997 -4.72050
H -6.05884 -4.55075 -4.39731
H -5.84534 -5.97161 -2.39601
H -4.09807 -5.50139 -0.68710
N 10.35461 0.77026 1.33469
C 9.21458 0.69638 1.18481
C 7.79570 0.60430 0.99821
C 7.11614 1.55429 0.23078
C 5.75206 1.46009 0.04864
C 5.00563 0.41954 0.62454
C 5.70238 -0.51872 1.40660
C 7.06720 -0.43438 1.58446
C 3.55606 0.31270 0.44510
C 2.77308 0.08241 1.62210
C 3.16608 0.26944 2.95554
C 2.04269 0.02332 3.76203
C 1.00888 -0.31063 2.90928
N 1.44524 -0.28516 1.61608
C 3.02630 0.46226 -0.86834
C 3.74250 0.52645 -2.07660
C 2.80284 0.64736 -3.11763
C 1.55498 0.63746 -2.53081
N 1.67004 0.52693 -1.17066
H 7.67210 2.37384 -0.20745
H 5.22970 2.21118 -0.52861
H 5.14203 -1.32798 1.85716
H 7.59081 -1.17817 2.17257
H 4.14304 0.58751 3.28352
H 1.97862 0.09575 4.83683
H -0.01212 -0.56093 3.15056
H 4.81422 0.48062 -2.17958
H 3.00610 0.74268 -4.17290
H 0.57791 0.70290 -2.98024
S 0.22722 2.37346 0.82927
C -0.76053 2.77566 2.24321
C -0.61670 4.00291 2.89077
C -1.37677 4.29118 4.01426
C -2.28111 3.36285 4.51689
C -2.41565 2.13561 3.88512
C -1.66118 1.84456 2.75520
H 0.07762 4.72899 2.49051
H -1.26727 5.25593 4.49606
H -2.87203 3.59426 5.39531
H -3.11636 1.39972 4.26364
H -1.76909 0.89075 2.25687
Cl 0.53299 5.82878 -0.23001
Ge -0.43939 3.83009 -0.96740
Cl -2.68668 1.91045 -3.24456
Cl -2.54128 4.28961 -0.17254
```

Values from the calculation:
Net charge: -2
Electronic energy: -7384.0065 a.u.
ΔE to the lowest compared entry with this formula, charge and spin: 9.649 eV
Multiplicity: 2
Largest force on an atom: 2.135 eV/A

Atomic partial charges in e from the Löwdin method, atoms 1 to 99: 1.02, -0.10, -0.10, -0.03, -0.10, -0.23, 0.23, -0.30, -0.11, -0.02, -0.11, -0.11, -0.03, -0.10, -0.28, 0.21, -0.19, 0.02, -0.24, 0.14, -0.79, -0.01, -0.22, 0.02, -0.23, 0.07, -0.09, -0.02, -0.16, -0.02, -0.08, -0.08, -0.02, -0.17, -0.09, -0.03, -0.10, -0.10, -0.02, -0.11, 0.07, 0.09, 0.09, 0.11, 0.11, 0.09, 0.09, 0.10, 0.11, 0.11, 0.09, 0.09, 0.11, 0.11, 0.09, 0.09, 0.11, 0.11, -0.21, -0.26, -0.04, -0.02, -0.16, -0.02, -0.04, -0.07, -0.28, -0.04, -0.08, -0.19, -0.12, -0.27, -0.05, -0.10, -0.18, -0.10, 0.11, 0.12, 0.12, 0.11, 0.10, 0.08, 0.11, 0.09, 0.08, 0.09, 0.51, -0.63, -0.13, -0.10, -0.12, -0.10, -0.12, 0.07, 0.09, 0.09, 0.09, 0.06, -0.23

---

- Which formula does entry 2 have?
  C54H31Cl3GeN11STi